This record from the Open Molecules 2025 dataset describes one molecule with the formula CH3FP2 at a distorted geometry. The level of theory is wB97M-V/def2-TZVPD.

Last column: Löwdin charge in e.
Geometry (Å):
C (-0.108, 0.663, -0.256)  -0.829
F (-1.886, -1.017, 0.407)  -0.487
P (-1.802, 0.635, -0.045)  0.878
P (0.949, -0.657, -0.409)  0.751
H (0.004, 1.658, -0.508)  -0.061
H (2.137, -0.166, 0.005)  -0.128
H (0.707, -1.117, 0.806)  -0.125

Charge = 0
Structure (SMILES) = F/P=C\P
LUMO level = -0.19 eV

This record from the Open Molecules 2025 dataset describes a 2-piece molecular cluster, CH3I2NS overall at a distorted geometry. The level of theory is wB97M-V/def2-TZVPD.

Last column: Löwdin charge in e.
Geometry (Å):
C (0.631, 0.065, 0.485)  -0.419
N (-0.149, 0.365, 1.577)  -0.635
S (0.490, -2.431, 3.015)  -0.308
I (1.066, -3.500, 0.999)  0.293
I (0.395, 1.574, 2.971)  0.881
H (1.668, -0.155, 0.734)  0.053
H (0.537, 0.835, -0.346)  0.123
H (0.291, -0.892, -0.001)  0.012

Charge = 0
LUMO level (spin up / spin down) = -3.26 / -3.25 eV

This record from the Open Molecules 2025 dataset describes CH3I2NS as an isolated structure at a distorted geometry. The level of theory is wB97M-V/def2-TZVPD.

Last column: Löwdin charge in e.
Geometry (Å):
C (-0.046, 0.601, 0.986)  -0.375
N (-1.181, 0.144, 0.325)  -0.372
S (-0.812, -0.984, -1.210)  -0.110
I (0.236, 0.437, -2.989)  0.288
I (1.060, -2.421, -0.701)  0.411
H (0.515, 1.350, 0.412)  0.060
H (0.643, -0.202, 1.282)  0.015
H (-0.415, 1.076, 1.894)  0.083

Charge = 0
LUMO level (spin up / spin down) = -1.93 / -1.93 eV

This record from the Open Molecules 2025 dataset describes CH3I2P as an isolated structure at a distorted geometry. The level of theory is wB97M-V/def2-TZVPD.

Last column: Löwdin charge in e.
Geometry (Å):
C (0.586, 0.202, -0.032)  -1.794
P (-0.959, -0.379, 0.696)  0.578
I (0.618, 2.287, -0.136)  0.657
I (1.122, -0.701, -1.882)  0.631
H (1.811, 0.016, 1.198)  0.178
H (-1.212, -1.616, 0.313)  -0.167
H (-1.966, 0.191, -0.157)  -0.082

Charge = 0
LUMO level = -0.77 eV

This record from the Open Molecules 2025 dataset describes CH3I3N as an isolated structure at a distorted geometry. The level of theory is wB97M-V/def2-TZVPD.

Last column: Löwdin charge in e.
Geometry (Å):
C (-0.769, -0.845, -0.867)  -1.298
N (0.323, -1.168, -0.243)  0.047
I (-2.595, -1.571, -0.229)  0.989
I (0.813, 2.084, 1.982)  0.437
I (-0.832, 0.423, -2.569)  0.958
H (1.569, 3.409, 1.995)  -0.393
H (0.439, -1.526, 0.750)  0.178
H (1.051, -0.807, -0.820)  0.083

Charge = +1
LUMO level = -5.49 eV

This record from the Open Molecules 2025 dataset describes one molecule with the formula CH3IN4 at a distorted geometry. The level of theory is wB97M-V/def2-TZVPD.

Last column: Löwdin charge in e.
Geometry (Å):
C (-0.674, 0.185, -0.445)  -0.339
N (-0.400, -1.215, -0.481)  -0.094
N (0.344, -1.802, 0.184)  0.165
N (-0.155, 0.704, 0.761)  -0.201
N (0.985, 0.042, 1.026)  -0.578
I (2.586, 0.514, -0.170)  0.677
H (-0.066, 0.518, -1.377)  0.096
H (-1.663, 0.451, -0.900)  0.135
H (-0.957, 0.604, 1.402)  0.138

Charge = 0
LUMO level (spin up / spin down) = -0.16 / -0.16 eV

This record from the Open Molecules 2025 dataset describes an isolated ion of composition CH3IN5 and charge +1 at a distorted geometry. The level of theory is wB97M-V/def2-TZVPD.

Last column: Löwdin charge in e.
Geometry (Å):
C (-0.246, 2.240, -0.064)  -0.271
N (-0.342, 0.855, -0.364)  0.114
N (0.491, 2.868, 0.680)  0.363
N (0.521, 0.174, 0.446)  -0.323
N (1.272, 0.795, 1.296)  -0.508
N (0.522, -1.192, 0.255)  0.163
I (2.929, 0.268, 2.222)  1.021
H (-1.065, 2.733, -0.620)  0.173
H (0.450, -1.700, 1.093)  0.097
H (0.246, -1.548, -0.694)  0.169

Charge = +1
LUMO level = -7.51 eV

This record from the Open Molecules 2025 dataset describes one molecule with the formula CH3INOP at a distorted geometry. The level of theory is wB97M-V/def2-TZVPD.

Last column: Löwdin charge in e.
Geometry (Å):
C (1.737, 0.861, 0.027)  -0.670
N (1.019, -0.252, -0.080)  -0.335
O (1.490, 1.973, 0.190)  0.114
P (-0.699, -0.390, -0.323)  0.838
I (4.243, -0.061, -0.247)  0.194
H (1.477, -1.163, -0.268)  0.046
H (-0.661, 1.014, -0.501)  -0.098
H (-1.152, 0.058, 0.996)  -0.088

Charge = 0
Structure (SMILES) = O=C(I)NP
LUMO level = -1.10 eV

This record from the Open Molecules 2025 dataset describes a 2-piece molecular cluster, CH3IO overall at a distorted geometry. The level of theory is wB97M-V/def2-TZVPD.

Last column: Löwdin charge in e.
Geometry (Å):
C (-0.253, -1.142, 0.261)  -0.117
O (-1.248, -0.483, 0.026)  -0.019
I (1.112, 2.561, -0.866)  0.444
H (0.730, -0.759, 0.350)  0.049
H (-0.206, -2.171, 0.389)  0.054
H (-0.135, 1.995, -0.160)  -0.411

Charge = 0
Structure (SMILES) = C=O.I
LUMO level = 0.57 eV

This record from the Open Molecules 2025 dataset describes a 2-piece molecular cluster, CH3IO2P overall at a distorted geometry. The level of theory is wB97M-V/def2-TZVPD.

Last column: Löwdin charge in e.
Geometry (Å):
C (0.053, 0.068, -0.145)  -0.053
O (-2.941, -2.161, -0.960)  -0.492
O (-2.908, -0.062, -2.316)  -0.513
P (-2.571, -0.737, -1.026)  0.119
I (-3.919, 0.526, 0.837)  0.046
H (0.135, 1.109, -0.295)  -0.061
H (-0.101, -0.235, 0.937)  -0.010
H (0.732, -0.476, -0.813)  -0.036

Charge = -1
LUMO level (spin up / spin down) = 2.99 / 2.74 eV

This record from the Open Molecules 2025 dataset describes a 2-piece molecular cluster, CH3IOS overall at a distorted geometry. The level of theory is wB97M-V/def2-TZVPD.

Last column: Löwdin charge in e.
Geometry (Å):
C (-0.201, 0.302, 0.038)  -0.391
O (-0.258, 2.715, -0.557)  -0.574
S (-0.851, 1.912, 0.535)  0.788
I (-4.173, -0.198, -0.142)  0.046
H (0.949, 0.277, 0.236)  0.079
H (-0.262, 0.220, -1.003)  0.002
H (-0.836, -0.542, 0.551)  0.051

Charge = 0
LUMO level (spin up / spin down) = -1.14 / -3.39 eV

This record from the Open Molecules 2025 dataset describes CH3IOS2 as an isolated structure at a distorted geometry. The level of theory is wB97M-V/def2-TZVPD.

Last column: Löwdin charge in e.
Geometry (Å):
C (-0.277, 0.353, -0.821)  -0.782
O (0.091, -1.842, 0.692)  -0.506
S (-1.185, 0.185, 2.287)  0.270
S (-0.057, -0.402, 0.888)  0.125
I (1.623, 0.086, -1.743)  0.840
H (-1.070, 0.002, -1.463)  0.023
H (-0.440, 1.431, -0.666)  0.022
H (1.317, 0.186, 0.825)  0.008

Charge = 0
LUMO level = -0.30 eV

This record from the Open Molecules 2025 dataset describes CH3MgO2Tb as an isolated structure at a distorted geometry. The level of theory is wB97M-V/def2-TZVPD.

Last column: Mulliken spin population.
Geometry (Å):
O (-2.131, 1.041, 1.649)  -0.040
Mg (-1.856, -0.139, 0.269)  -0.079
O (-0.075, -0.532, -0.069)  -0.038
C (0.938, -0.621, -1.008)  -0.001
Tb (-0.681, 2.229, 2.978)  7.158
H (1.155, 0.352, -1.489)  0.001
H (1.853, -0.981, -0.500)  0.000
H (0.797, -1.349, -1.830)  0.000

Multiplicity = 8
Charge = +1
LUMO level (spin up / spin down) = -3.81 / -5.35 eV
Expectation value of S² = 15.78

This record from the Open Molecules 2025 dataset describes an isolated ion of composition CH3N2 and charge +1 at a distorted geometry. The level of theory is wB97M-V/def2-TZVPD.

Last column: Löwdin charge in e.
Geometry (Å):
C (0.450, -0.043, 0.057)  -0.025
N (-2.045, -0.024, 0.007)  0.459
N (-0.877, -0.081, 0.180)  0.009
H (0.744, -0.030, -1.099)  0.198
H (0.915, 1.042, 0.077)  0.189
H (0.813, -0.864, 0.778)  0.170

Charge = +1
Structure (SMILES) = C[N+]#N
LUMO level = -7.14 eV

This record from the Open Molecules 2025 dataset describes an isolated ion of composition CH3N2O and charge +1 at a distorted geometry. The level of theory is wB97M-V/def2-TZVPD.

Last column: Löwdin charge in e.
Geometry (Å):
C (0.139, 0.035, 0.055)  -0.283
N (0.617, 0.209, 1.223)  0.253
N (-0.093, -0.074, -1.186)  0.326
O (-0.766, -0.281, 1.106)  0.117
H (0.610, 0.923, 1.948)  0.195
H (0.522, -0.230, -1.974)  0.178
H (-1.029, -0.583, -1.172)  0.214

Charge = +1
Structure (SMILES) = [NH2+]=C1NO1
LUMO level = -5.18 eV

This record from the Open Molecules 2025 dataset describes an isolated ion of composition CH3N2O and charge +1 at a distorted geometry. The level of theory is wB97M-V/def2-TZVPD.

Last column: Mulliken spin population.
Geometry (Å):
C (-0.160, -0.019, 0.559)  0.055
N (-2.720, -2.267, 0.376)  0.875
N (-1.991, -1.478, 0.149)  0.458
O (-1.242, -0.579, -0.233)  0.534
H (0.601, 0.156, -0.334)  0.017
H (0.331, -0.843, 1.246)  0.023
H (-0.401, 0.834, 1.111)  0.039

Multiplicity = 3
Charge = +1
LUMO level (spin up / spin down) = -4.73 / -11.89 eV
Expectation value of S² = 2.01

This record from the Open Molecules 2025 dataset describes a 2-piece molecular cluster, CH3N2O2 overall at a distorted geometry. The level of theory is wB97M-V/def2-TZVPD.

Last column: Löwdin charge in e.
Geometry (Å):
C (-1.342, -0.046, -0.072)  -0.646
N (1.396, -0.077, 0.234)  -0.155
N (0.444, 0.846, -0.170)  -0.146
O (-2.268, 0.681, 0.183)  -0.027
O (-1.105, -1.221, -0.164)  -0.043
H (1.216, -0.133, 1.174)  0.002
H (1.165, -1.032, -0.033)  0.032
H (0.494, 0.981, -1.152)  -0.016

Charge = -1
LUMO level = 4.55 eV

This record from the Open Molecules 2025 dataset describes one molecule with the formula CH3N2O2P at a distorted geometry. The level of theory is wB97M-V/def2-TZVPD.

Last column: Löwdin charge in e.
Geometry (Å):
C (-0.482, -0.391, -0.692)  -0.601
N (-0.703, 0.751, -1.343)  0.143
N (0.471, -0.111, 0.559)  -0.208
O (-0.823, -1.511, -0.977)  0.050
O (1.700, -0.683, 2.668)  -0.500
P (0.843, -1.322, 1.687)  0.763
H (-0.475, 1.485, -0.699)  0.082
H (-1.605, 0.977, -1.821)  0.147
H (1.073, 0.805, 0.619)  0.124

Charge = 0
Structure (SMILES) = NC(=O)NP=O
LUMO level = 0.19 eV

This record from the Open Molecules 2025 dataset describes an isolated ion of composition CH3N2O2S and charge -1 at a distorted geometry. The level of theory is wB97M-V/def2-TZVPD.

Last column: Löwdin charge in e.
Geometry (Å):
C (-0.128, -0.209, 0.772)  -0.212
N (-1.231, 0.172, 0.059)  -0.300
N (-1.575, 0.150, -1.214)  -0.016
O (2.527, 0.357, 0.862)  -0.603
O (1.801, -1.092, -1.040)  -0.602
S (1.536, 0.181, -0.263)  0.650
H (-0.292, 0.146, 1.712)  -0.005
H (-1.839, 0.721, 0.634)  0.101
H (-0.799, -0.426, -1.521)  -0.013

Charge = -1
Structure (SMILES) = [NH-]NC=S(=O)=O
LUMO level = 4.07 eV

This record from the Open Molecules 2025 dataset describes an isolated ion of composition CH3N2O3S and charge -1 at a distorted geometry. The level of theory is wB97M-V/def2-TZVPD.

Last column: Löwdin charge in e.
Geometry (Å):
C (0.590, 0.253, -0.895)  -0.158
N (0.029, -1.835, 0.277)  -0.124
N (-0.228, -0.435, 0.049)  -0.307
O (-2.391, 0.896, 1.108)  -0.547
O (0.794, -2.423, -0.478)  -0.137
O (-0.228, 1.716, 1.650)  -0.536
S (-1.032, 0.502, 1.500)  0.633
H (0.987, 1.113, -0.465)  0.029
H (1.447, -0.336, -0.889)  0.037
H (0.032, 0.549, -1.856)  0.109

Charge = -1
LUMO level = 4.18 eV

Energy above the lowest of the compared OMol25 structures with the same formula, charge and spin list, top to bottom, in kcal per mole: 2.19; 76.33; 35.72; 112.40; 8.38; 74.56; 71.99; 22.00; 12.41; 65.61; 30.40; 40.64; 14.59; 27.11; 77.09; 112.48; 22.86; 10.00; 76.76; 69.09
DFT total energy list, top to bottom, in eV: -22379.2237; -29607.6636; -29609.4248; -26571.9330; -26869.2766; -15142.0346; -16622.2903; -22011.5920; -11232.4967; -22571.6493; -22066.7615; -32902.0572; -33052.5172; -4055.3434; -6101.4394; -6094.8400; -8160.5261; -17450.3221; -18993.9684; -21042.0677